{"formula": "C7H14O", "method": "ωB97M-V/def2-TZVPD", "energy_ha": -350.24721, "relative_energy_kcal_mol": 70.4, "homo_ha": -0.308, "spin_multiplicity": 1, "fmax_ev_per_a": 4.5, "smiles": "C=C(C)/C(C)=C/C.O", "gap_ev": 8.85, "lumo_energy_ev": 0.4588, "symbols": ["C", "C", "C", "C", "C", "C", "C", "H", "H", "H", "H", "H", "H", "H", "H", "H", "H", "H", "H", "H", "H", "O"], "xyz": [[1.88487, 0.65792, -0.67490], [0.99226, -0.43519, -0.42965], [1.52819, -1.62172, -0.02819], [-0.82960, 1.11181, -0.69631], [-0.41247, -0.18583, -0.55354], [-1.58110, -1.18291, -0.36808], [-2.18615, 1.66736, -0.43889], [1.53021, 1.27194, -1.48295], [2.80396, 0.37206, -0.96154], [2.13208, 1.19272, 0.36016], [1.10527, -2.54279, -0.20161], [2.65800, -1.70823, 0.29663], [-0.24427, 2.00963, -0.69031], [-2.28482, -1.02835, -1.23978], [-2.12331, -0.98683, 0.58339], [-1.39380, -2.25473, -0.30716], [-1.89538, 2.74818, -0.34821], [-2.63029, 1.30012, 0.52640], [-2.82962, 1.73147, -1.27708], [0.79576, -0.89341, 1.78768], [1.13018, 0.54755, 2.17424], [0.60875, -0.22850, 2.48969]], "forces_ev_per_a": [[-0.39, 3.26, 3.08], [0.48, -3.31, 0.37], [2.94, 1.88, -0.12], [0.11, -1.28, 0.84], [-2.58, 1.45, -0.42], [-0.37, 0.33, -0.37], [0.68, 1.45, 1.34], [-0.23, 0.82, 0.24], [3.21, -1.52, -1.01], [-0.86, -0.23, -2.26], [-1.56, -1.87, 0.37], [-2.26, 0.44, -1.00], [1.56, -0.63, -0.52], [0.59, -0.19, 1.10], [0.25, 0.24, -0.63], [0.67, 0.11, -0.29], [-1.04, -0.66, 0.61], [0.05, 0.30, -1.17], [-1.11, -0.74, -0.75], [-0.20, 0.55, 0.67], [-0.68, -0.86, 0.49], [0.74, 0.45, -0.58]], "mulliken_charge": [-1.500, 0.436, -0.875, -0.361, 1.146, -1.414, -1.306, 0.429, 0.513, 0.125, 0.362, 0.192, 0.174, 0.321, 0.308, 0.373, 0.367, 0.322, 0.358, 0.382, 0.311, -0.662]}